Record 1
Computed, not measured: a structure of composition C43H49BCsN11O6S2 in a non-equilibrium geometry, with wB97M-V/def2-TZVPD.

Calculated values
lowest unoccupied orbital energy: 3.24 eV
E: -96962.595 eV
HOMO level: -0.0587 Ha
energy relative to the best compared isomer or geometry (same formula, charge and spin): 102.56 kJ/mol

Structure (ORCA input):
```
! RIJCOSX wB97M-V def2-TZVPD def2/J DEFGRID3
* xyz -2 1
Cs -0.200 -0.770 -0.655
N -1.836 3.765 -0.534
C -0.978 2.754 -0.332
N -0.769 2.136 -1.479
C -1.547 2.822 -2.352
N -2.221 3.824 -1.822
C -1.654 2.449 -3.771
C -2.521 3.121 -4.636
N -2.638 2.787 -5.914
C -1.885 1.770 -6.328
C -1.030 1.095 -5.471
N -0.909 1.431 -4.192
H -2.308 4.317 0.166
H -0.489 2.495 0.605
H -3.126 3.939 -4.264
H -1.964 1.480 -7.370
H -0.427 0.264 -5.821
S -3.341 2.728 2.537
C -4.322 1.554 1.926
N -4.619 0.408 2.549
C -5.590 -0.487 1.929
C -5.164 -0.716 0.506
N -5.152 0.589 -0.167
C -5.317 0.654 -1.632
C -5.299 -0.702 -2.287
C -6.481 -1.296 -2.721
C -6.462 -2.550 -3.313
C -5.256 -3.221 -3.470
C -4.072 -2.639 -3.037
C -4.096 -1.383 -2.452
C -4.910 1.721 0.505
S -5.163 3.218 -0.153
C -4.035 0.122 3.866
C -3.979 -1.347 4.184
C -4.701 -1.883 5.242
C -4.631 -3.243 5.525
C -3.846 -4.072 4.739
C -3.128 -3.542 3.673
C -3.186 -2.186 3.400
H -6.587 -0.036 1.974
H -5.609 -1.425 2.474
H -5.887 -1.350 -0.004
H -4.185 -1.202 0.448
H -4.492 1.270 -2.002
H -6.226 1.206 -1.876
H -7.418 -0.764 -2.593
H -7.387 -3.003 -3.652
H -5.237 -4.204 -3.926
H -3.121 -3.150 -3.124
H -3.163 -0.973 -2.085
H -4.574 0.681 4.636
H -3.025 0.534 3.842
H -5.320 -1.231 5.849
H -5.194 -3.651 6.356
H -3.793 -5.133 4.954
H -2.519 -4.179 3.043
H -2.641 -1.798 2.546
N 2.480 2.036 -2.322
H 2.557 2.189 -1.318
H 2.871 1.107 -2.481
H 1.478 1.943 -2.476
C 2.456 -3.406 -1.431
C 2.610 -3.404 0.057
C 3.867 -4.035 0.601
O 1.797 -2.880 0.792
H 2.988 -4.231 -1.902
H 2.921 -2.492 -1.820
H 1.406 -3.415 -1.712
H 4.732 -3.611 0.087
H 3.867 -5.102 0.365
H 3.934 -3.878 1.675
C -1.809 -4.641 0.258
C -1.951 -3.217 -0.268
O -2.555 -2.386 0.460
O -1.397 -2.933 -1.358
H -1.476 -5.319 -0.526
H -2.754 -4.983 0.684
H -1.061 -4.638 1.055
C 8.391 2.873 3.407
C 7.228 3.866 3.268
C 7.495 4.732 2.037
C 7.205 4.785 4.498
C 5.904 3.103 3.164
C 5.529 2.247 4.201
C 4.344 1.509 4.170
C 3.528 1.648 3.067
O 2.348 1.056 2.782
B 1.883 1.523 1.477
O 2.929 2.466 1.072
C 3.886 2.503 2.029
C 5.058 3.232 2.055
H 9.347 3.405 3.455
H 8.416 2.192 2.554
H 8.292 2.270 4.311
H 8.449 5.253 2.156
H 6.716 5.485 1.898
H 7.549 4.131 1.128
H 8.152 5.327 4.593
H 7.044 4.215 5.414
H 6.396 5.515 4.415
H 6.178 2.139 5.063
H 4.075 0.845 4.982
H 5.295 3.874 1.217
N 3.052 -0.052 -5.217
C 3.544 -1.043 -4.403
O 3.575 -0.869 -3.179
C 4.036 -2.233 -5.067
C 3.924 -2.366 -6.460
N 3.788 -2.421 -7.612
C 4.579 -3.282 -4.300
N 5.023 -4.154 -3.680
H 2.874 -0.226 -6.190
H 2.637 0.745 -4.764
*
```

=====

Record 2
Computed, not measured: a structure of composition C43H49N2O5PSSbSr, with wB97M-V/def2-TZVPD.

Calculated values
lowest unoccupied orbital energy: 2.53 eV
E: -86107.684 eV
HOMO level: -0.1729 Ha
energy relative to the best compared isomer or geometry (same formula, charge and spin): 27.01 kJ/mol

Structure (ORCA input):
```
! RIJCOSX wB97M-V def2-TZVPD def2/J DEFGRID3
* xyz -1 1
Sr -0.577 0.144 0.187
O -0.645 -0.242 -2.241
C -1.055 -1.066 -3.129
C -1.381 -0.623 -4.444
C -1.744 -1.495 -5.442
C -1.833 -2.872 -5.205
C -1.577 -3.327 -3.932
C -1.209 -2.472 -2.882
C -1.072 -3.096 -1.580
N -0.849 -2.560 -0.445
C -0.811 -3.457 0.704
C -1.466 -2.797 1.918
N -0.733 -1.592 2.197
C -0.426 -1.227 3.376
C 0.453 -0.129 3.718
C 0.457 0.287 5.059
C 1.311 1.258 5.527
C 2.232 1.815 4.630
C 2.283 1.413 3.319
C 1.384 0.444 2.788
O 1.461 0.091 1.553
H -1.323 0.442 -4.633
H -1.968 -1.105 -6.429
H -2.114 -3.556 -5.994
H -1.668 -4.388 -3.719
H -1.216 -4.188 -1.620
H 0.236 -3.656 0.959
H -1.298 -4.416 0.484
H -1.482 -3.497 2.766
H -2.502 -2.548 1.662
H -0.803 -1.790 4.246
H -0.250 -0.176 5.741
H 1.277 1.577 6.560
H 2.922 2.578 4.977
H 2.991 1.849 2.625
O -1.003 2.323 1.527
S -2.428 2.400 1.207
O -3.287 2.902 2.243
O -2.860 1.125 0.619
C -2.515 3.595 -0.136
C -3.758 4.198 -0.288
C -3.982 5.130 -1.286
C -2.941 5.471 -2.134
C -1.699 4.876 -1.975
C -1.447 3.926 -0.979
P 0.233 3.134 -0.908
C 1.160 4.166 0.271
C 0.586 5.140 1.079
C 1.358 5.817 2.013
C 2.710 5.534 2.143
C 3.289 4.558 1.342
C 2.516 3.870 0.421
C 0.948 3.603 -2.521
C 0.704 2.709 -3.564
C 1.210 2.957 -4.833
C 1.978 4.090 -5.064
C 2.238 4.976 -4.026
C 1.723 4.736 -2.759
H -4.546 3.930 0.403
H -4.958 5.586 -1.392
H -3.086 6.201 -2.920
H -0.905 5.160 -2.651
H -0.471 5.358 0.996
H 0.896 6.562 2.649
H 3.307 6.060 2.877
H 4.338 4.313 1.453
H 2.962 3.076 -0.171
H 0.127 1.811 -3.364
H 1.018 2.252 -5.632
H 2.385 4.278 -6.050
H 2.844 5.856 -4.202
H 1.928 5.426 -1.949
C 6.821 0.459 -0.310
C 5.958 -0.069 -1.451
C 6.058 0.831 -2.677
Sb 3.865 -0.219 -0.829
C 4.083 -1.975 0.444
C 4.417 -1.589 1.881
C 5.067 -3.004 -0.103
C 3.267 -1.296 -2.638
C 2.557 -0.323 -3.579
C 2.357 -2.481 -2.329
H 7.864 0.576 -0.625
H 6.807 -0.206 0.556
H 6.469 1.439 0.025
H 6.286 -1.076 -1.720
H 5.666 1.831 -2.466
H 5.499 0.432 -3.525
H 7.101 0.950 -2.993
H 3.077 -2.404 0.427
H 5.403 -1.120 1.948
H 4.441 -2.478 2.521
H 3.682 -0.893 2.286
H 6.096 -2.644 -0.017
H 4.888 -3.243 -1.154
H 5.004 -3.938 0.468
H 4.194 -1.652 -3.100
H 1.609 -0.003 -3.140
H 2.326 -0.806 -4.536
H 3.145 0.574 -3.786
H 1.490 -2.165 -1.740
H 2.870 -3.271 -1.778
H 1.964 -2.915 -3.255
*
```